{"formula": "C3H5NO", "method": "the ωB97M-V functional and the def2-TZVPD basis", "lumo_ev": [-1.1, -1.2], "relative_energy_kj_mol": 716.7, "homo_ev": [-9.16, -9.14], "orbital_gap_ev": [8.0, 8.0], "species": ["C", "C", "C", "N", "O", "H", "H", "H", "H", "H"], "positions_angstrom": [[1.442, -0.888, -0.305], [-0.706, 1.468, 0.199], [0.290, -0.765, 0.308], [-0.589, 0.210, 0.041], [-2.505, -0.740, -0.753], [1.894, -1.777, -0.018], [1.902, 0.096, -0.750], [-1.602, 2.076, -0.131], [0.029, 2.061, 0.794], [-0.156, -1.743, 0.615]], "nbo_charge": [-0.408, -0.005, -0.054, -0.332, -0.202, 0.211, 0.205, 0.203, 0.159, 0.223]}